65
Properties=species:S:1:pos:R:3:forces:R:3:mulliken_charge:R:1 method="wB97M-V/def2-TZVPD" gap_ev=8.40 energy_ev=-38086.361 spin_multiplicity=1
C -2.23282 1.55165 -3.45668 0.03 -0.09 0.01 -0.748
C -1.47656 0.44986 -3.51548 0.06 0.34 -0.05 -0.551
C -0.72509 0.01120 -2.32126 0.76 0.79 -0.37 0.422
C 0.25470 0.71306 -1.73952 -0.12 -0.22 0.18 0.043
O 0.69350 1.91754 -2.20108 -0.07 -0.03 -0.30 -0.551
C 0.91134 0.18889 -0.49914 0.08 -0.18 0.01 0.399
O 2.09499 0.35814 -0.30750 -0.10 0.26 0.01 -0.587
C 0.00824 -0.57650 0.41515 -0.09 0.03 0.10 0.190
C 0.12755 -0.54576 1.81133 0.27 -0.16 -0.12 0.845
C 1.20165 0.29136 2.47586 -0.36 -0.03 0.47 -0.475
C 1.29895 0.20751 4.01682 0.44 0.76 -0.41 -0.355
N 0.67068 1.32753 4.72993 -0.28 -0.54 0.05 -0.725
C -0.80527 -1.27699 2.54345 -0.08 0.10 -0.07 -0.605
C -1.80285 -2.01528 1.92405 -0.20 -0.15 -0.04 -0.969
C -1.90588 -2.05696 0.54510 0.24 0.03 -0.05 -0.865
C -1.00336 -1.31604 -0.19740 0.06 0.00 -0.10 0.792
C -1.10153 -1.28569 -1.68865 0.14 -0.17 -0.12 0.054
O -1.43799 -2.24639 -2.34305 -0.25 0.19 0.09 -0.570
H -1.95131 2.38605 -2.82284 -0.52 -0.42 0.80 0.253
H -3.16355 1.63606 -4.00373 0.57 0.44 -0.94 0.312
H -1.39632 -0.12346 -4.43199 -0.87 -0.77 0.37 0.436
H 1.55948 1.82744 -2.61591 0.14 0.00 0.23 0.333
H 0.96023 1.33302 2.24202 0.20 0.06 -0.12 0.316
H 2.17724 0.09973 2.04070 -0.07 -0.17 -0.16 0.391
H 0.92463 -0.73501 4.40157 0.08 -0.03 0.15 0.106
H 2.35995 0.26169 4.25681 0.01 -0.24 0.15 0.227
H -0.33292 1.29631 4.58818 -0.03 0.15 0.03 0.251
H 1.00167 2.19934 4.33716 -0.03 0.07 0.03 0.295
H -0.77197 -1.25795 3.62253 -0.02 -0.03 0.03 0.428
H -2.52584 -2.56706 2.51045 0.07 0.02 0.14 0.403
H -2.66231 -2.63948 0.03946 -0.04 -0.02 0.01 0.493
C -3.30371 3.62235 -9.35750 0.02 -0.03 -0.12 -1.417
C -2.32337 3.09930 -8.31192 -0.18 0.17 0.04 0.330
C -2.87548 1.95362 -7.45425 0.20 -0.15 0.01 -0.631
O -3.80254 2.34188 -6.46041 -0.10 0.03 -0.03 -0.265
C -5.12568 2.56208 -6.91097 0.00 0.03 0.15 -0.756
N -1.85250 4.22400 -7.49887 0.05 -0.15 0.10 -0.728
H -4.05186 4.28155 -8.91792 0.00 -0.02 0.05 0.290
H -2.77087 4.20074 -10.11148 0.01 0.03 0.03 0.361
H -3.82038 2.80390 -9.86265 -0.01 0.00 0.01 0.337
H -1.45937 2.69457 -8.84772 0.01 -0.06 0.04 0.397
H -2.03838 1.51334 -6.90518 -0.02 0.02 0.05 0.273
H -3.30214 1.15908 -8.08165 -0.05 0.07 -0.05 0.394
H -5.39467 1.87295 -7.71682 0.01 0.02 -0.03 0.345
H -5.27175 3.59153 -7.24602 -0.02 -0.03 -0.10 0.252
H -5.79073 2.38864 -6.06520 0.02 -0.03 0.01 0.245
H -1.10784 3.90739 -6.88466 0.06 0.04 -0.06 0.271
H -2.60384 4.48689 -6.86669 -0.02 0.07 -0.06 0.316
C 4.19760 -3.91111 8.28952 -0.01 0.00 0.13 -1.403
C 4.75800 -2.64606 7.64621 -0.06 -0.22 -0.12 0.358
C 3.69765 -1.76257 6.97629 0.07 0.22 0.06 -0.705
O 3.21641 -2.23979 5.73485 -0.03 -0.08 0.04 -0.363
C 2.23481 -3.25408 5.81531 0.02 0.05 -0.17 -0.728
N 5.83379 -3.02119 6.72431 -0.04 0.18 -0.05 -0.744
H 3.98873 -4.68368 7.54991 -0.02 0.03 -0.04 0.287
H 4.92219 -4.32577 8.98956 0.03 -0.01 -0.04 0.347
H 3.27759 -3.70325 8.83945 0.00 0.00 -0.01 0.342
H 5.20206 -2.04308 8.44406 -0.02 0.06 -0.02 0.412
H 4.15808 -0.79710 6.75114 -0.01 -0.01 -0.05 0.336
H 2.85864 -1.56592 7.65745 0.00 -0.09 0.02 0.418
H 1.57857 -3.10939 6.67902 0.01 -0.02 0.03 0.334
H 2.68336 -4.24921 5.85964 -0.04 -0.02 0.09 0.270
H 1.63530 -3.20062 4.90552 0.00 0.03 0.00 0.239
H 6.29687 -2.18235 6.38731 0.07 -0.02 0.07 0.272
H 5.40618 -3.42244 5.89397 0.02 -0.08 0.03 0.328


66
Properties=species:S:1:pos:R:3:forces:R:3:mulliken_charge:R:1 method="wB97M-V/def2-TZVPD" gap_ev="7.01 / 7.01" total_charge=+1 energy_ev=-100425.299 spin_multiplicity=1
Zn 0.31458 1.01865 -1.17943 -0.91 0.05 -0.48 0.063
C -0.94337 4.92209 -2.26722 1.04 0.44 -0.44 -1.432
C -0.42682 3.52948 -2.24019 -0.68 -0.67 0.36 0.707
N -1.06968 2.52425 -1.71109 -0.36 -0.01 0.32 0.410
O -2.37225 2.78339 -1.15810 1.35 0.32 0.05 -0.436
C 0.89365 3.21248 -2.74913 -0.56 1.32 -0.57 -0.028
C 1.76302 4.12891 -3.50639 1.52 1.37 0.98 -1.379
N 1.32729 2.02737 -2.48040 0.36 -1.17 0.64 0.723
O 2.42718 1.59210 -2.89417 0.68 -0.42 -0.30 -0.799
H -1.46966 5.24836 -3.15792 -0.53 -0.51 -0.12 0.387
H -0.07161 5.55752 -2.31625 0.35 0.26 0.18 0.346
H -1.45891 5.18611 -1.37196 -0.73 -0.07 0.46 0.339
H -2.94206 2.55572 -1.88786 -0.59 -0.12 -0.38 0.341
H 1.76654 5.17245 -3.00998 0.42 -1.65 -0.66 0.335
H 1.47558 4.32705 -4.52402 -0.22 -0.21 -0.55 0.298
H 2.78434 3.61141 -3.50163 -1.27 1.17 -0.06 0.347
C 2.42183 0.31452 1.53163 1.00 0.07 -1.32 -1.423
P 0.71808 0.67961 1.03609 0.22 0.53 0.81 1.364
C -0.05891 -0.91827 1.36858 -0.35 -1.19 0.29 0.103
N 0.01512 -1.33895 2.62841 0.40 1.24 -1.28 0.062
C -0.44693 -2.54576 2.92070 -0.38 -1.60 0.34 0.230
C -0.28963 -3.05019 4.24414 -0.36 -1.06 0.03 -0.653
C -0.78427 -4.28619 4.60691 -0.01 0.69 0.24 -0.645
C -1.47985 -5.01058 3.61289 -0.41 -1.31 1.72 -0.422
C -1.63874 -4.56958 2.36602 -0.60 -0.57 -1.97 -0.615
C -1.08342 -3.36692 1.94045 0.28 2.21 -0.78 0.394
N -1.17871 -2.89640 0.64094 0.03 -0.85 0.42 -0.488
C -0.62836 -1.75013 0.31478 0.37 0.49 2.03 -0.642
P -0.52084 -1.18249 -1.41522 -0.65 -0.18 -0.09 0.981
C -2.27922 -1.32991 -1.90779 0.91 0.72 -0.30 -1.659
C 0.53511 -2.42419 -2.24273 -0.31 0.47 -2.49 1.280
C 0.78343 -1.80730 -3.69064 -1.06 0.32 1.40 -1.590
C -0.10592 -3.77792 -2.34594 -1.54 -0.49 -0.78 -1.669
C 1.84912 -2.49622 -1.55919 0.48 0.82 2.92 -1.198
C 0.09460 1.94129 2.25132 0.13 0.93 0.80 1.814
C -1.38736 1.78377 2.54553 -0.90 -0.10 -1.03 -1.818
C 0.28021 3.33169 1.59611 -1.57 -0.27 0.12 -2.003
C 0.80716 1.84642 3.63159 -0.62 -0.92 -0.72 -1.867
H 2.38338 -0.25035 2.44290 0.04 -0.19 0.57 0.484
H 2.96869 1.26955 1.68996 -0.19 -0.72 -0.24 0.394
H 2.93634 -0.32797 0.74330 -0.60 0.99 0.94 0.343
H 0.25892 -2.47196 4.93989 0.35 0.68 0.58 0.512
H -0.73435 -4.67441 5.65277 0.18 0.44 -1.12 0.363
H -1.95763 -5.96835 3.85092 0.33 0.38 0.13 0.362
H -2.19695 -5.19302 1.67327 0.12 0.25 -0.14 0.441
H -2.59623 -2.30941 -1.64293 -0.51 -0.82 0.04 0.518
H -2.46066 -1.07602 -2.95393 0.14 -0.22 0.07 0.348
H -2.78354 -0.59379 -1.29756 -0.32 0.15 0.21 0.506
H -0.15224 -1.82342 -4.26270 0.26 -0.03 -0.05 0.352
H 1.55440 -2.34679 -4.20273 0.33 -0.43 -0.30 0.462
H 1.10518 -0.76857 -3.57251 0.14 -0.03 -0.21 0.320
H -1.03903 -3.77012 -2.98130 0.83 0.12 0.67 0.323
H -0.38176 -4.11996 -1.35919 -0.13 -0.32 0.25 0.352
H 0.53122 -4.53170 -2.80798 0.33 0.17 0.03 0.437
H 2.17353 -1.41973 -1.30761 -0.01 -1.60 -0.17 0.013
H 2.58337 -2.93898 -2.20353 0.46 -0.22 -0.26 0.629
H 1.76796 -3.14203 -0.59510 0.31 1.24 -1.44 0.246
H -2.01714 1.83740 1.61513 0.52 -0.47 0.70 0.223
H -1.74182 2.63093 3.12942 0.20 0.11 0.20 0.555
H -1.56148 0.88323 3.13391 -0.27 -0.08 -0.22 0.429
H -0.49276 3.50034 0.83754 0.03 -0.24 -0.03 0.389
H 1.19391 3.52040 1.12514 1.76 -0.02 -0.67 0.500
H 0.13654 4.14430 2.29308 -0.04 0.02 0.63 0.487
H 0.71714 0.82277 4.00250 -0.02 0.07 0.07 0.325
H 0.34465 2.49908 4.35704 -0.25 0.33 0.03 0.513
H 1.84008 2.07493 3.58147 1.08 0.36 -0.08 0.417


64
Properties=species:S:1:pos:R:3:forces:R:3:mulliken_charge:R:1 method="wB97M-V/def2-TZVPD" gap_ev="6.50 / 7.58" total_charge=+1 energy_ev=-45463.385 spin_multiplicity=3
Pt 0.14982 0.51421 0.27519 0.72 0.22 0.02 2.783
C 3.25778 1.60391 -0.07163 -0.03 0.14 -0.02 -1.297
N 2.53822 0.34184 0.11545 0.03 -0.34 -0.07 0.328
C 2.85132 -0.55185 -1.00555 0.12 -0.02 0.04 -1.273
C 2.89333 -0.27622 1.39961 -0.10 0.03 0.12 -0.797
C 2.13185 0.36675 2.55219 0.24 -0.01 -0.08 -0.876
N 0.68824 0.07621 2.50100 -0.06 0.30 -0.48 -0.052
C 0.41732 -1.29926 2.93051 -0.02 -0.19 0.05 -1.201
C -0.06601 1.00967 3.34406 -0.07 0.12 0.21 -0.994
H 4.32807 1.41386 -0.21439 -0.01 -0.04 0.04 0.389
H 3.13074 2.25537 0.78970 -0.04 0.02 -0.03 0.387
H 2.87030 2.12568 -0.94376 -0.03 -0.01 0.00 0.327
H 3.92786 -0.75909 -1.05647 -0.01 0.02 0.00 0.409
H 2.54526 -0.07513 -1.93668 -0.01 0.00 0.01 0.328
H 2.30711 -1.48360 -0.88337 -0.04 0.00 -0.03 0.268
H 3.97080 -0.19098 1.58618 0.01 -0.02 0.00 0.481
H 2.65117 -1.33787 1.34428 0.02 -0.01 -0.03 0.289
H 2.25604 1.44923 2.50733 -0.04 -0.01 0.05 0.327
H 2.55284 0.02254 3.50426 -0.05 0.01 0.03 0.501
H 0.80763 -1.47011 3.94048 -0.02 0.09 0.01 0.376
H 0.86815 -2.01331 2.24977 0.00 0.02 -0.03 0.228
H -0.65684 -1.47590 2.94791 -0.02 0.04 -0.04 0.344
H 0.21583 0.90949 4.39862 0.05 -0.04 -0.03 0.393
H -1.13082 0.80779 3.24981 0.01 -0.03 -0.03 0.291
H 0.11360 2.03383 3.02508 0.02 -0.06 0.00 0.237
N -4.78288 -3.18739 0.07175 0.03 0.05 -0.02 -0.506
C -4.42185 -2.09665 0.08702 -0.09 -0.24 0.01 0.017
C -3.91875 -0.75718 0.09335 -0.02 0.25 0.02 0.066
C -4.61872 0.30025 -0.48388 0.20 0.02 0.07 -0.477
C -4.04374 1.56019 -0.42141 -0.26 -0.05 -0.06 -0.809
C -2.79915 1.71675 0.15527 0.22 -0.04 0.16 -0.395
N -2.09912 0.69352 0.67669 -0.78 -0.30 -0.09 -0.225
C -2.68384 -0.50835 0.68090 -0.05 0.12 0.07 -0.165
H -5.57923 0.13391 -0.95107 -0.01 0.01 0.00 0.527
H -4.55774 2.42036 -0.82670 0.02 0.01 0.02 0.457
H -2.32783 2.68852 0.20865 0.08 0.00 -0.09 0.497
H -2.14709 -1.31461 1.16343 -0.02 0.07 0.02 0.850
C 0.06937 5.17069 -1.15670 -0.01 0.10 -0.02 -0.641
C 0.41179 4.87119 0.15349 0.05 -0.03 0.02 -0.699
C 0.48337 3.54540 0.56796 0.00 0.15 -0.07 0.263
C 0.21730 2.50105 -0.31286 -0.11 -0.32 0.41 -0.509
C -0.11258 2.81663 -1.63137 0.05 0.09 -0.07 0.132
C -0.18598 4.14207 -2.05042 0.00 -0.06 -0.01 -0.609
H 0.00263 6.20141 -1.48014 0.02 -0.01 0.00 0.372
H 0.62754 5.66880 0.85386 -0.02 0.00 0.00 0.424
H 0.75413 3.34129 1.59893 0.00 0.02 -0.04 -0.001
H -0.31563 2.03577 -2.35870 -0.03 -0.02 0.03 0.349
H -0.44567 4.36727 -3.07766 0.01 0.00 0.01 0.441
C 1.07755 -4.42414 -1.68420 0.03 0.03 0.00 -0.860
C -0.07445 -4.49364 -0.69995 -0.06 0.36 0.00 -0.684
S -0.90653 -2.89636 -0.41681 -0.17 -0.73 -0.54 0.221
O 0.20037 -1.93416 -0.04966 0.19 0.32 0.05 -1.011
C -1.44075 -2.52434 -2.15004 0.03 0.03 0.31 -0.700
C -0.56393 -1.49295 -2.83331 0.10 0.00 0.06 -0.734
H 1.65008 -5.34978 -1.64308 -0.01 -0.01 -0.02 0.415
H 1.74955 -3.60333 -1.43541 0.01 -0.02 0.01 0.085
H 0.72790 -4.29242 -2.70774 0.02 -0.01 0.00 0.264
H 0.26004 -4.78974 0.29490 -0.03 -0.03 0.01 0.449
H -0.86072 -5.18072 -1.01913 -0.04 0.02 0.07 0.470
H -2.46920 -2.17549 -2.04962 0.03 0.00 -0.02 0.418
H -1.45855 -3.46935 -2.69112 -0.05 -0.04 0.04 0.550
H -0.41707 -0.61998 -2.19271 0.01 0.03 -0.03 -0.174
H -1.03698 -1.16175 -3.75708 -0.02 -0.03 0.00 0.481
H 0.41673 -1.89982 -3.07504 0.02 0.05 0.02 0.257